ORCA calculation (ωB97M-V/def2-TZVPD) on 2 unconnected molecules or ions with the total composition H4O2.

Element x y z (Å)
O: -1.336 0.590 -1.104
H: -0.626 0.863 -1.692
H: -0.886 0.279 -0.307
O: 0.621 -0.434 0.884
H: 1.503 -0.055 0.827
H: 0.723 -1.244 1.393

Values from the calculation:
**HOMO-LUMO gap**: 0.4218 Eh
**Total charge**: 0
**Energy above the lowest of the compared OMol25 structures with the same formula, charge and spin**: 1.0 kcal per mole
**Multiplicity**: 1

ORCA calculation (ωB97M-V/def2-TZVPD) on a molecular structure, C41H40LiO2P2S6.

Element x y z (Å)
Li: -0.386 -1.665 -2.443
O: 1.599 -1.498 -1.778
S: 2.877 -0.919 -2.269
C: 2.589 0.820 -2.669
C: 1.932 1.615 -1.548
C: 1.198 2.876 -2.016
C: 0.184 2.737 -3.153
S: -1.127 1.482 -2.827
O: -0.264 0.250 -2.786
C: -1.847 1.627 -4.454
C: -2.648 2.729 -4.713
C: -3.210 2.872 -5.972
C: -2.976 1.913 -6.950
C: -2.184 0.809 -6.667
C: -1.609 0.661 -5.413
C: 3.892 -0.686 -0.804
C: 3.510 -1.356 0.346
C: 4.283 -1.238 1.496
C: 5.430 -0.460 1.483
C: 5.819 0.191 0.317
C: 5.055 0.073 -0.833
H: 1.932 0.737 -3.533
H: 3.550 1.226 -2.998
H: 2.687 1.908 -0.813
H: 1.227 0.953 -1.046
H: 1.935 3.620 -2.338
H: 0.688 3.299 -1.149
H: 0.659 2.432 -4.088
H: -0.316 3.693 -3.324
H: -2.858 3.449 -3.930
H: -3.846 3.723 -6.184
H: -3.432 2.017 -7.927
H: -2.031 0.043 -7.417
H: -1.029 -0.216 -5.155
H: 2.613 -1.959 0.326
H: 3.984 -1.758 2.398
H: 6.030 -0.366 2.380
H: 6.720 0.791 0.306
H: 5.363 0.576 -1.743
S: -3.430 -0.514 -2.568
S: -3.510 -2.021 -3.969
S: -1.626 -2.802 -4.310
S: -0.991 -3.946 -2.694
C: -0.099 -1.460 1.296
P: -1.458 -1.085 0.080
C: -1.932 0.648 0.450
C: -0.966 1.619 0.709
C: -1.307 2.960 0.822
C: -2.625 3.359 0.655
C: -3.596 2.403 0.385
C: -3.256 1.062 0.289
C: -2.862 -2.021 0.785
C: -3.482 -1.700 1.992
C: -4.538 -2.463 2.466
C: -4.983 -3.558 1.735
C: -4.376 -3.880 0.531
C: -3.323 -3.112 0.051
P: -0.244 -1.412 3.138
C: 1.336 -2.255 3.592
C: 1.712 -3.451 2.978
C: 2.847 -4.141 3.384
C: 3.627 -3.658 4.424
C: 3.253 -2.481 5.061
C: 2.121 -1.793 4.652
C: 0.226 0.332 3.474
C: -0.695 1.137 4.135
C: -0.433 2.484 4.360
C: 0.763 3.036 3.930
C: 1.697 2.239 3.275
C: 1.428 0.900 3.049
H: 0.773 -0.884 0.971
H: 0.125 -2.496 1.026
H: 0.070 1.332 0.833
H: -0.539 3.690 1.050
H: -2.894 4.406 0.736
H: -4.627 2.701 0.240
H: -4.018 0.330 0.052
H: -3.150 -0.836 2.556
H: -5.014 -2.203 3.404
H: -5.811 -4.153 2.104
H: -4.730 -4.721 -0.052
H: -2.862 -3.347 -0.903
H: 1.118 -3.866 2.174
H: 3.117 -5.060 2.880
H: 4.514 -4.193 4.739
H: 3.848 -2.096 5.880
H: 1.849 -0.875 5.159
H: -1.635 0.707 4.463
H: -1.168 3.100 4.861
H: 0.968 4.085 4.100
H: 2.633 2.666 2.934
H: 2.158 0.290 2.528

Values from the calculation:
**HOMO-LUMO gap**: 0.1850 Eh
**Total charge**: -1
**Energy above the lowest of the compared OMol25 structures with the same formula, charge and spin**: 2.7 kcal per mole
**Multiplicity**: 1

ORCA calculation (ωB97M-V/def2-TZVPD) on 3 unconnected molecules or ions with the total composition C2H6O4S2 at a distorted geometry.

Element x y z (Å)
C: -0.307 -0.096 1.315
C: 3.202 -1.119 -0.334
O: 0.408 0.754 0.815
O: -0.035 -1.313 1.674
O: 2.840 0.179 -0.419
O: 2.439 -1.914 0.118
S: -1.380 1.715 -2.284
S: -3.009 1.335 -1.019
H: -1.394 0.255 1.586
H: 4.089 -1.249 -0.871
H: -3.665 2.524 -1.307
H: 0.826 -1.718 1.436
H: 1.868 0.556 -0.145
H: -0.396 1.692 -1.284

Values from the calculation:
**HOMO-LUMO gap**: 0.3459 Eh
**Total charge**: 0
**Energy above the lowest of the compared OMol25 structures with the same formula, charge and spin**: 0.0 kcal per mole
**Multiplicity**: 1

ORCA calculation (ωB97M-V/def2-TZVPD) on 2 unconnected molecules or ions with the total composition C2H3F3S at a distorted geometry.

Element x y z (Å)
C: 0.408 0.166 0.006
C: 0.853 -3.152 -1.266
F: 0.072 -4.241 -1.146
F: 0.359 -2.162 -1.931
F: 2.090 -3.486 -1.562
S: 1.070 -0.953 1.338
H: 0.762 -0.359 -0.841
H: 0.737 1.110 0.390
H: -0.636 0.114 0.184

Values from the calculation:
**HOMO-LUMO gap (spin up / spin down)**: 0.3569 / 0.2604 Eh
**<S²>**: 2.005
**Total charge**: 0
**Energy above the lowest of the compared OMol25 structures with the same formula, charge and spin**: 0.0 kcal per mole
**Multiplicity**: 3

ORCA calculation (ωB97M-V/def2-TZVPD) on C3H7OPS2 in the gas phase at a distorted geometry.

Element x y z (Å)
C: -1.750 -0.411 -0.229
C: -0.940 -1.546 0.426
C: 1.700 1.727 0.178
O: 1.798 -0.688 -1.436
P: 0.992 0.149 -0.583
S: -0.873 0.556 -1.545
S: 0.411 -0.646 1.285
H: -2.764 -0.973 -0.682
H: -1.887 0.303 0.633
H: -1.657 -1.977 1.274
H: -0.491 -2.260 -0.259
H: 1.761 2.510 -0.612
H: 1.050 1.868 1.062
H: 2.648 1.388 0.488

Values from the calculation:
**HOMO-LUMO gap**: 0.3601 Eh
**Total charge**: 0
**Energy above the lowest of the compared OMol25 structures with the same formula, charge and spin**: 12.9 kcal per mole
**Multiplicity**: 1

ORCA calculation (ωB97M-V/def2-TZVPD) on 2 unconnected molecules or ions with the total composition C4H7NO.

Element x y z (Å)
C: -2.052 -0.549 0.333
C: -0.884 -0.922 -0.129
N: 0.181 -1.292 -0.611
C: 1.296 -0.360 -0.677
C: 1.347 0.549 0.545
O: 0.680 0.359 1.530
H: -2.821 -0.257 -0.370
H: -0.960 1.607 -0.401
H: -2.237 -0.479 1.399
H: 2.230 -0.938 -0.704
H: 1.284 0.238 -1.600
H: -0.430 2.054 -0.672
H: 2.042 1.410 0.488

Values from the calculation:
**HOMO-LUMO gap**: 0.3596 Eh
**Total charge**: 0
**Energy above the lowest of the compared OMol25 structures with the same formula, charge and spin**: 83.2 kcal per mole
**Multiplicity**: 1

ORCA calculation (ωB97M-V/def2-TZVPD) on 3 unconnected molecules or ions with the total composition C3H11NO3 at a distorted geometry.

Element x y z (Å)
C: 0.715 -0.701 1.577
C: -0.323 0.372 1.108
C: 0.307 1.158 0.032
N: 0.631 2.496 0.257
O: 0.293 0.599 -1.011
H: 1.217 -1.195 0.831
H: 1.427 -0.140 2.364
H: 0.316 -1.499 2.161
H: -0.466 1.008 2.020
H: -1.259 -0.018 0.571
H: 0.545 2.926 1.050
H: 0.964 2.989 -0.541
H: 0.154 -1.515 -2.156
H: 1.621 -2.163 -2.263
O: 0.923 -2.026 -1.699
H: -1.609 -0.890 -1.118
H: -2.939 -0.339 -1.738
O: -2.517 -1.063 -1.446

Values from the calculation:
**HOMO-LUMO gap**: 0.3952 Eh
**Total charge**: 0
**Energy above the lowest of the compared OMol25 structures with the same formula, charge and spin**: 45.8 kcal per mole
**Multiplicity**: 1

ORCA calculation (ωB97M-V/def2-TZVPD) on a molecular structure, C5H10O3 at a distorted geometry.

Element x y z (Å)
C: 0.266 1.053 -0.225
C: -0.185 -0.298 -0.584
C: -1.576 0.166 -0.705
C: 2.384 -1.427 0.525
C: -2.520 0.433 0.418
O: -0.134 -1.151 0.504
O: 1.425 -0.625 1.158
O: 0.977 1.762 -1.116
H: 1.392 2.536 -0.708
H: 0.087 1.478 0.756
H: 0.251 -0.634 -1.533
H: -2.016 0.108 -1.694
H: 2.154 -2.494 0.618
H: 2.492 -1.186 -0.543
H: 3.353 -1.224 1.002
H: -2.012 0.452 1.383
H: -3.041 1.389 0.283
H: -3.296 -0.338 0.463

Values from the calculation:
**HOMO-LUMO gap (spin up / spin down)**: 0.2485 / 0.2485 Eh
**Total charge**: 0
**Energy above the lowest of the compared OMol25 structures with the same formula, charge and spin**: 175.5 kcal per mole
**Multiplicity**: 1

ORCA calculation (ωB97M-V/def2-TZVPD) on a molecular structure, C5H9NS at a distorted geometry.

Element x y z (Å)
C: 0.157 -1.384 0.399
C: 0.728 0.962 0.769
C: 0.081 1.178 -0.584
C: -1.234 0.396 -0.686
C: -0.414 -0.887 -0.883
H: 1.113 -1.876 0.207
H: -0.539 -2.121 0.817
H: 1.159 -0.512 1.945
H: 1.823 1.069 0.743
H: 0.374 1.748 1.475
H: 0.099 2.255 -0.918
H: -1.904 0.387 0.202
H: -1.805 0.708 -1.556
H: -0.847 -1.687 -1.471
N: 0.356 -0.293 1.376
S: 0.853 0.057 -1.835

Values from the calculation:
**HOMO-LUMO gap**: 0.3447 Eh
**Total charge**: 0
**Energy above the lowest of the compared OMol25 structures with the same formula, charge and spin**: 22.0 kcal per mole
**Multiplicity**: 1

ORCA calculation (ωB97M-V/def2-TZVPD) on a molecular structure, C21H14BrCoN2O4.

Element x y z (Å)
Co: -0.376 0.201 -0.419
O: -0.612 2.063 -0.435
C: 0.007 2.899 -1.200
C: -0.060 4.285 -0.897
C: 0.548 5.226 -1.686
C: 1.260 4.857 -2.839
C: 1.338 3.525 -3.161
C: 0.734 2.530 -2.373
C: 0.856 1.159 -2.796
N: 0.430 0.158 -2.121
N: 0.618 -1.108 -2.645
C: 0.153 -1.988 -1.796
O: -0.422 -1.698 -0.678
C: 0.261 -3.422 -2.167
C: 0.935 -3.826 -3.317
C: 1.020 -5.171 -3.639
C: 0.434 -6.126 -2.818
C: -0.237 -5.727 -1.670
C: -0.321 -4.380 -1.345
H: -0.603 4.562 -0.003
H: 0.480 6.273 -1.411
H: 1.739 5.605 -3.456
H: 1.880 3.212 -4.048
H: 1.351 0.943 -3.742
H: 1.385 -3.070 -3.945
H: 1.548 -5.478 -4.534
H: 0.502 -7.177 -3.071
H: -0.693 -6.466 -1.024
H: -0.832 -4.047 -0.451
Br: -2.284 0.995 8.050
C: -1.606 0.931 6.270
C: -2.180 0.060 5.360
C: -1.683 0.023 4.064
C: -0.622 0.838 3.689
C: -0.061 1.700 4.622
C: -0.550 1.756 5.920
C: -0.059 0.798 2.281
O: 0.936 1.469 2.025
O: -0.751 0.085 1.467
H: -3.002 -0.576 5.659
H: -2.109 -0.640 3.323
H: 0.768 2.319 4.308
H: -0.120 2.429 6.650

Values from the calculation:
**HOMO-LUMO gap (spin up / spin down)**: 0.2648 / 0.2640 Eh
**<S²>**: 0.757
**Total charge**: -1
**Multiplicity**: 2

ORCA calculation (ωB97M-V/def2-TZVPD) on C4H10N2OS in the gas phase at a distorted geometry.

Element x y z (Å)
O: -1.454 0.465 -1.823
C: -0.928 0.276 -0.684
N: -0.035 1.248 -0.239
C: 0.602 1.125 1.064
C: 2.129 0.871 1.008
S: 2.671 -0.453 -0.113
C: -1.224 -0.921 -0.049
N: -1.834 -1.791 -1.064
H: -0.380 2.157 -0.496
H: 0.189 0.317 1.664
H: 0.341 2.016 1.639
H: 2.676 1.771 0.729
H: 2.331 0.680 2.067
H: 1.426 -0.605 -0.590
H: -0.623 -1.354 0.729
H: -2.701 -2.182 -0.726
H: -1.193 -2.537 -1.287
H: -1.995 -1.083 -1.829

Values from the calculation:
**HOMO-LUMO gap**: 0.2969 Eh
**Total charge**: 0
**Energy above the lowest of the compared OMol25 structures with the same formula, charge and spin**: 54.1 kcal per mole
**Multiplicity**: 1

ORCA calculation (ωB97M-V/def2-TZVPD) on C6H12O in the gas phase at a distorted geometry.

Element x y z (Å)
C: 1.075 1.976 0.863
C: 1.158 0.942 -0.249
C: -0.214 0.596 -0.798
C: -0.349 -0.660 -1.583
C: -1.106 -0.580 -0.306
C: -0.807 -1.342 0.934
O: -1.043 -2.726 0.790
H: 0.655 2.911 0.475
H: 2.056 2.194 1.296
H: 0.417 1.619 1.663
H: 1.651 0.027 0.108
H: 1.809 1.320 -1.055
H: -1.022 1.271 -0.611
H: -0.868 -0.754 -2.527
H: 0.554 -1.266 -1.505
H: -2.178 -0.415 -0.483
H: 0.227 -1.133 1.245
H: -1.463 -0.998 1.744
H: -0.552 -2.984 0.000

Values from the calculation:
**HOMO-LUMO gap**: 0.3760 Eh
**Total charge**: 0
**Energy above the lowest of the compared OMol25 structures with the same formula, charge and spin**: 47.4 kcal per mole
**Multiplicity**: 1